w | Density functional theory data (the ωB97M-V functional and the def2-TZVPD basis) for a 3-piece molecular cluster, C3H9O4 overall.

Calculated values
LUMO energy: 4.0722 eV
Orbital gap: 0.3185 Ha
Charge: -1
2S+1: 1

Geometry as XYZ:
```
16
Properties=species:S:1:pos:R:3:nbo_charge:R:1
O 0.906 -0.969 1.342 -0.785
C 0.213 -0.288 0.544 0.761
O -0.301 0.834 0.853 -0.834
C -0.147 -0.856 -0.827 -0.508
C 0.657 -0.075 -1.867 -0.604
H -0.060 -1.942 -0.856 0.197
H -1.206 -0.632 -0.992 0.200
H 0.473 0.997 -1.767 0.220
H 1.741 -0.117 -1.694 0.203
H 0.488 -0.383 -2.899 0.180
H 2.713 0.805 1.819 0.458
H 1.394 1.273 1.593 0.504
O 2.319 1.582 1.426 -0.990
H -3.055 -0.627 1.701 0.473
H -2.718 0.505 0.674 0.502
O -3.417 -0.108 0.951 -0.979
```


x | Density functional theory data (the ωB97M-V functional and the def2-TZVPD basis) for a 4-piece molecular cluster, C3H9O4 overall.

Calculated values
LUMO energy: -1.1618 eV
Orbital gap: 0.0979 Ha
Charge: -1
2S+1: 1

Geometry as XYZ:
```
16
Properties=species:S:1:pos:R:3:nbo_charge:R:1
O -2.380 -0.978 0.883 -0.455
C -2.789 -0.208 -0.028 0.258
O 1.148 1.499 1.128 -1.004
C -2.004 0.192 -1.185 0.021
C -0.600 -0.304 -1.503 -0.727
H -2.535 0.620 -2.048 0.186
H -3.770 0.249 0.044 0.122
H -0.506 -0.597 -2.540 0.251
H -0.308 -1.206 -0.932 0.321
H 0.220 0.349 -1.272 0.339
H 3.847 0.811 1.867 0.417
H 2.088 1.682 1.516 0.485
O 3.321 1.568 2.118 -1.102
H 2.252 -2.516 -1.853 0.408
H 1.144 0.514 1.213 0.447
O 1.652 -1.836 -1.591 -0.968
```


Tell me which of them is the least stable. Sure, it is x.


w | Density functional theory data (the ωB97M-V functional and the def2-TZVPD basis) for C4H9NSi as an isolated structure.

Calculated values
LUMO energy: 0.9372 eV
Orbital gap: 0.3693 Ha
Charge: 0
2S+1: 1

Geometry as XYZ:
```
15
Properties=species:S:1:pos:R:3:nbo_charge:R:1
C -1.144 1.155 0.073 0.051
C -1.358 -0.192 0.549 -0.478
C -0.633 -1.151 -0.482 -0.441
C 0.555 -0.321 -0.931 -0.439
N -0.252 1.455 -0.667 -0.385
Si 1.824 0.315 0.311 0.882
H -1.704 2.014 0.547 0.191
H -0.774 -0.376 1.464 0.226
H -2.382 -0.507 0.813 0.233
H -0.324 -2.085 -0.067 0.225
H -1.204 -1.375 -1.379 0.208
H 0.645 -0.296 -1.980 0.228
H 2.486 -0.689 0.959 -0.204
H 1.283 1.327 1.254 -0.143
H 2.982 0.726 -0.465 -0.156
```


x | Density functional theory data (the ωB97M-V functional and the def2-TZVPD basis) for a 2-piece molecular cluster, C4H9NSi overall.

Calculated values
LUMO energy (alpha / beta): 0.0862 / 0.2116 eV
Orbital gap (alpha / beta): 0.2973 / 0.2674 Ha
Charge: 0
2S+1: 1

Geometry as XYZ:
```
15
Properties=species:S:1:pos:R:3:nbo_charge:R:1
C -3.073 -0.872 0.121 -0.153
C -1.936 -0.435 0.189 -0.518
C 0.023 1.363 -1.439 -1.076
C 1.946 -1.953 0.346 -0.765
N 0.012 1.362 1.465 -1.294
Si -0.229 0.308 0.177 1.549
H -3.952 -1.227 -0.138 0.206
H -0.749 1.096 -2.084 0.238
H 0.077 2.400 -1.269 0.236
H 1.001 1.105 -1.848 0.238
H 1.742 -2.823 0.992 0.186
H 1.804 -2.151 -0.726 0.175
H 2.901 -1.447 0.481 0.175
H -0.436 1.310 2.280 0.392
H 0.868 1.964 1.452 0.409
```


Tell me which of them is the least stable. Sure, it is x.


w | Density functional theory data (the ωB97M-V functional and the def2-TZVPD basis) for an isolated molecule of C4H9NSi.

Calculated values
LUMO energy: 0.8064 eV
Orbital gap: 0.3907 Ha
Charge: 0
2S+1: 1
Structure (SMILES): C#C[Si](C)(C)N

Geometry as XYZ:
```
15
Properties=species:S:1:pos:R:3:nbo_charge:R:1
C 2.096 -1.717 -1.535 -0.224
C 1.582 -0.922 -0.797 -0.460
Si 0.314 0.115 0.149 1.726
C -1.205 -1.121 -0.159 -1.094
C -0.080 1.673 -0.834 -1.098
N 0.534 0.196 1.868 -1.302
H 2.591 -2.353 -2.157 0.216
H -1.900 -0.706 -1.002 0.228
H -0.682 -1.975 -0.604 0.237
H -1.822 -1.628 0.621 0.239
H -1.235 1.689 -0.879 0.246
H 0.225 2.603 -0.615 0.233
H 0.188 1.396 -1.902 0.250
H 0.265 -0.485 2.592 0.412
H 1.195 0.796 2.313 0.390
```


x | Density functional theory data (the ωB97M-V functional and the def2-TZVPD basis) for an isolated molecule of C4H9NSi.

Calculated values
LUMO energy: 0.3871 eV
Orbital gap: 0.3386 Ha
Charge: 0
2S+1: 1

Geometry as XYZ:
```
15
Properties=species:S:1:pos:R:3:nbo_charge:R:1
C 1.664 0.785 -0.183 -0.267
C 0.721 1.526 0.268 0.027
C 1.370 -0.657 -0.401 -0.436
C 0.326 -1.049 0.583 -0.218
N -0.684 -0.029 0.623 -0.920
Si -2.110 0.287 -0.243 1.089
H 2.765 0.861 -0.501 0.260
H 0.352 2.342 0.847 0.241
H 0.904 -0.807 -1.342 0.221
H 2.220 -1.345 -0.383 0.217
H -0.047 -2.053 0.281 0.209
H 0.748 -1.163 1.644 0.178
H -2.888 1.444 0.454 -0.193
H -3.055 -0.749 0.020 -0.204
H -2.285 0.608 -1.664 -0.206
```


Tell me which of them is the least stable. Sure, it is x.


w | Density functional theory data (the ωB97M-V functional and the def2-TZVPD basis) for an isolated molecule of C5H13NS.

Calculated values
LUMO energy: 0.9741 eV
Orbital gap: 0.3461 Ha
Charge: 0
2S+1: 1
Structure (SMILES): CCNCCCS

Geometry as XYZ:
```
20
Properties=species:S:1:pos:R:3:nbo_charge:R:1
C -0.420 0.911 -2.805 -0.609
C -0.467 1.350 -1.324 -0.209
N -0.470 0.193 -0.477 -0.675
C -0.405 0.459 1.014 -0.211
C 0.941 -0.052 1.704 -0.447
C 1.060 -1.499 1.604 -0.480
S -0.139 -2.657 2.504 -0.087
H -0.556 1.804 -3.391 0.215
H 0.459 0.272 -3.022 0.220
H -1.260 0.243 -2.903 0.188
H -1.267 2.021 -1.010 0.158
H 0.452 1.911 -1.174 0.172
H -1.202 -0.364 -0.954 0.361
H -1.376 -0.049 1.452 0.209
H -0.436 1.571 0.990 0.189
H 1.736 0.491 1.205 0.220
H 0.781 0.356 2.652 0.212
H 0.887 -1.873 0.514 0.236
H 1.997 -1.853 2.077 0.221
H -0.317 -3.233 1.345 0.117
```


x | Density functional theory data (the ωB97M-V functional and the def2-TZVPD basis) for a 2-piece molecular cluster, C5H13NS overall.

Calculated values
LUMO energy: 0.9918 eV
Orbital gap: 0.3461 Ha
Charge: 0
2S+1: 1
Structure (SMILES): C=CCN.CSC

Geometry as XYZ:
```
20
Properties=species:S:1:pos:R:3:nbo_charge:R:1
C 2.656 0.664 0.548 -0.385
C 1.682 1.204 -0.168 -0.182
C 1.601 1.282 -1.650 -0.259
N 0.481 0.479 -2.140 -0.833
H 2.732 0.634 1.625 0.202
H 3.508 0.217 0.035 0.181
H 0.870 1.648 0.408 0.198
H 1.524 2.338 -1.947 0.172
H 2.549 0.945 -2.077 0.189
H 0.362 0.563 -3.141 0.357
H -0.376 0.831 -1.731 0.356
C -3.008 -0.740 1.837 -0.759
S -1.583 -0.085 1.006 0.182
C -0.886 -1.625 0.387 -0.749
H -2.691 -1.397 2.648 0.212
H -3.707 -1.237 1.167 0.212
H -3.533 0.082 2.320 0.231
H 0.106 -1.446 -0.015 0.252
H -0.716 -2.303 1.229 0.208
H -1.570 -2.051 -0.340 0.212
```


Tell me which of them is the least stable. Sure, it is w.


w | Density functional theory data (the ωB97M-V functional and the def2-TZVPD basis) for C5H13NS as an isolated structure.

Calculated values
LUMO energy: 0.0685 eV
Orbital gap: 0.3288 Ha
Charge: 0
2S+1: 1

Geometry as XYZ:
```
20
Properties=species:S:1:pos:R:3:nbo_charge:R:1
C -0.163 -1.300 -0.505 -0.408
C -0.689 -0.214 -1.475 -0.425
C -1.267 0.995 -0.733 -0.539
S -2.207 0.758 0.798 -0.060
C 0.983 -0.824 0.414 -0.237
N 2.270 -0.425 -0.228 -0.599
C 3.122 0.240 0.775 -0.418
H 0.260 -2.155 -1.006 0.217
H -0.910 -1.580 0.224 0.216
H -1.483 -0.721 -1.997 0.215
H -0.022 0.182 -2.265 0.221
H -0.584 1.774 -0.404 0.221
H -2.041 1.420 -1.357 0.221
H -2.649 -0.964 0.793 0.127
H 0.552 -0.114 1.136 0.173
H 1.219 -1.736 1.018 0.180
H 1.812 0.309 -0.790 0.331
H 2.659 1.072 1.330 0.171
H 4.031 0.550 0.280 0.201
H 3.372 -0.535 1.484 0.192
```


x | Density functional theory data (the ωB97M-V functional and the def2-TZVPD basis) for an isolated molecule of C5H13NS.

Calculated values
LUMO energy: 0.9887 eV
Orbital gap: 0.3594 Ha
Charge: 0
2S+1: 1
Structure (SMILES): CNCCCCS

Geometry as XYZ:
```
20
Properties=species:S:1:pos:R:3:nbo_charge:R:1
C 2.642 -1.102 -1.039 -0.409
N 1.605 -0.329 -1.689 -0.639
C 1.437 0.996 -1.174 -0.220
C 0.349 1.105 -0.103 -0.409
C -0.867 0.250 -0.457 -0.401
C -2.005 0.436 0.561 -0.486
S -1.726 -0.489 2.129 -0.081
H 3.582 -0.548 -0.988 0.165
H 2.885 -1.970 -1.652 0.198
H 2.344 -1.467 -0.060 0.187
H 1.754 -0.400 -2.684 0.367
H 1.259 1.725 -1.963 0.193
H 2.365 1.409 -0.775 0.169
H 0.762 0.733 0.839 0.203
H 0.016 2.132 0.024 0.202
H -0.560 -0.786 -0.405 0.215
H -1.287 0.514 -1.425 0.206
H -2.083 1.464 0.894 0.212
H -2.949 0.044 0.179 0.214
H -0.807 -1.385 1.755 0.114
```


y | Density functional theory data (the ωB97M-V functional and the def2-TZVPD basis) for a 2-piece molecular cluster, C5H13NS overall.

Calculated values
LUMO energy: 0.5271 eV
Orbital gap: 0.2968 Ha
Charge: 0
2S+1: 1
Structure (SMILES): C=[SH](=C)N.C=CC

Geometry as XYZ:
```
20
Properties=species:S:1:pos:R:3:nbo_charge:R:1
C -3.392 0.386 -0.322 -0.900
S -1.705 0.030 0.233 1.165
C -0.339 -0.120 1.332 -0.914
N -1.028 1.078 -0.968 -0.977
H -3.701 1.215 0.184 0.173
H -4.043 -0.392 -0.258 0.191
H -1.586 -1.136 -0.494 0.102
H -0.231 0.851 1.721 0.195
H -0.681 -0.921 1.951 0.204
H -0.243 1.686 -0.493 0.384
H -1.772 1.675 -1.305 0.399
C 2.153 0.582 -1.033 -0.442
C 2.066 -0.059 0.071 -0.124
C 2.100 -1.551 0.305 -0.651
H 2.014 1.631 -1.076 0.178
H 2.002 0.184 -2.019 0.191
H 2.192 0.440 1.019 0.184
H 2.975 -1.808 0.781 0.210
H 1.931 -2.176 -0.656 0.201
H 1.288 -1.597 1.029 0.232
```


z | Density functional theory data (the ωB97M-V functional and the def2-TZVPD basis) for a 2-piece molecular cluster, C5H13NS overall.

Calculated values
LUMO energy: 0.7711 eV
Orbital gap: 0.3272 Ha
Charge: 0
2S+1: 1
Structure (SMILES): C=C(C)N.CCS

Geometry as XYZ:
```
20
Properties=species:S:1:pos:R:3:nbo_charge:R:1
C 3.597 -0.762 -1.219 -0.526
C 2.424 -1.005 -0.631 0.195
C 1.304 -0.010 -0.634 -0.646
N 2.148 -2.160 0.098 -0.818
H 4.405 -1.483 -1.206 0.190
H 3.782 0.181 -1.706 0.202
H 1.029 0.255 0.389 0.216
H 0.402 -0.431 -1.081 0.211
H 1.556 0.898 -1.173 0.228
H 1.192 -2.487 0.087 0.371
H 2.798 -2.924 -0.061 0.375
C -2.269 0.365 2.126 -0.620
C -2.519 0.169 0.628 -0.498
S -1.968 1.674 -0.269 -0.060
H -2.656 1.330 2.449 0.216
H -1.204 0.341 2.356 0.209
H -2.759 -0.413 2.711 0.214
H -1.998 -0.720 0.277 0.203
H -3.582 0.045 0.444 0.214
H -2.870 1.569 -1.254 0.125
```


Tell me which of them is the least stable. Sure, it is y.